(1)
DFT (ωB97M-V/def2-TZVPD) results for a molecular structure, C13H31Br2F3N2OPSSi2.

Last column: natural (NBO) charge in e.
Element x y z (Å)
1 N 0.386801 1.150214 -1.541577  -1.288
2 Si 0.193091 2.969903 -1.404028  1.733
3 C 1.978689 3.694768 -1.486144  -0.927
4 C 2.275284 4.925793 -0.445182  -0.467
5 C 1.648619 6.375553 -0.880808  0.263
6 F 2.530513 7.420339 -0.237621  -0.372
7 Br -0.181601 6.672214 -0.046489  0.075
8 C 1.666828 6.690287 -2.489389  0.599
9 F 0.443722 6.182165 -3.215149  -0.348
10 F 2.939237 6.316953 -3.178249  -0.342
11 Br 1.551322 8.720186 -2.658918  0.071
12 O -0.720370 3.454321 -2.832395  -1.191
13 Si -2.416587 3.008397 -2.715811  1.138
14 P -3.531930 4.007225 -1.109988  0.315
15 S -3.222271 3.220348 0.681789  -0.639
16 H -0.549992 0.683543 -1.549212  0.377
17 H 0.748246 1.023772 -2.534311  0.385
18 H -0.442983 3.293692 -0.134605  -0.186
19 H 2.717190 2.810466 -1.172812  0.266
20 H 2.208143 3.924771 -2.611190  0.268
21 H 3.452291 5.023851 -0.273508  0.266
22 H 1.777484 4.648040 0.603258  0.246
23 H -3.019555 3.324839 -4.036233  -0.148
24 H -2.503654 1.557233 -2.447346  -0.178
25 H -4.956676 3.827649 -1.406938  0.041
26 H -3.271547 5.416626 -0.962565  0.050
27 C -1.633565 -1.145551 0.148073  -0.621
28 C -0.378245 -1.072510 1.008400  -0.452
29 C 0.627694 -2.206926 0.788507  -0.194
30 N 0.370473 -3.528220 1.567398  -0.221
31 C 1.497385 -4.494086 1.122015  -0.205
32 C 1.283726 -5.919075 1.612555  -0.431
33 C -0.071463 -6.453365 1.183696  -0.404
34 C -1.178909 -5.546414 1.689906  -0.428
35 C -1.001728 -4.108113 1.218368  -0.212
36 C 0.486042 -3.262088 3.070770  -0.414
37 H -2.378985 -1.826503 0.560970  0.204
38 H -2.105229 -0.159364 0.094442  0.246
39 H -1.402289 -1.461648 -0.873598  0.203
40 H -0.649062 -0.948089 2.060543  0.215
41 H 0.135250 -0.143734 0.724038  0.268
42 H 1.623926 -1.867104 1.100137  0.226
43 H 0.682019 -2.464336 -0.277520  0.224
44 H 1.515764 -4.481854 0.025206  0.224
45 H 2.445831 -4.088059 1.493575  0.232
46 H 2.071523 -6.559931 1.199577  0.251
47 H 1.383540 -5.974937 2.701661  0.212
48 H -0.212566 -7.468465 1.572183  0.240
49 H -0.116073 -6.518754 0.089240  0.209
50 H -1.220133 -5.585783 2.784645  0.212
51 H -2.145367 -5.922083 1.332913  0.250
52 H -1.756387 -3.481335 1.699356  0.233
53 H -1.109709 -4.050371 0.129094  0.226
54 H -0.332317 -2.608606 3.379989  0.235
55 H 1.452878 -2.789035 3.265779  0.234
56 H 0.415681 -4.206810 3.613506  0.233

Forces on atoms 1 to 2 (eV/Å):
-0.67 1.04 -1.42
1.02 -0.95 -1.91

## Properties
charge = +1
LUMO = -2.28 eV
molecular weight = 567.4 u

(2)
DFT (ωB97M-V/def2-TZVPD) results for 4 unconnected molecules or ions with the total composition C13H31BrClO15P3.

Last column: natural (NBO) charge in e.
Element x y z (Å)
1 O 1.753036 -6.416689 3.031330  -0.542
2 C 1.707064 -6.037472 1.751493  0.606
3 O 1.610952 -4.659523 1.247040  -0.539
4 C 0.615225 -3.860343 1.977401  0.116
5 Cl 1.266734 -2.088623 1.976085  -0.060
6 C -0.844610 -3.995172 1.241481  -0.555
7 C -2.014389 -4.655610 2.237909  0.477
8 O -2.369936 -4.113221 3.415787  -0.513
9 Br -2.930627 -6.317245 1.573158  0.018
10 H 1.812850 -6.893861 0.928359  0.183
11 H 0.483310 -4.137690 3.106724  0.254
12 H -0.691713 -4.696244 0.296426  0.255
13 H -1.219824 -2.934689 0.844473  0.298
14 C -2.720969 1.556399 -3.315889  -0.274
15 O -1.804138 1.803187 -2.263673  -0.677
16 P -2.043091 0.835711 -0.849560  2.249
17 O -3.369089 1.576860 -0.616213  -0.999
18 O -0.823491 1.625392 -0.072717  -0.793
19 C -0.692763 3.028416 -0.193709  -0.251
20 O -2.282043 -0.131764 0.564553  -0.759
21 C -3.176975 0.291947 1.576322  -0.221
22 H -2.267846 1.882154 -4.255555  0.195
23 H -2.950891 0.489341 -3.383692  0.182
24 H -3.637931 2.128219 -3.152436  0.207
25 H -1.664807 3.521288 -0.302394  0.198
26 H -0.057368 3.263285 -1.050548  0.183
27 H -0.208184 3.413485 0.707643  0.199
28 H -4.210512 0.146094 1.248746  0.195
29 H -2.998212 1.336307 1.849260  0.182
30 H -3.012343 -0.328187 2.461756  0.187
31 C 0.956141 0.556484 5.346859  -0.271
32 O 0.489660 1.858081 5.658119  -0.673
33 P 0.866935 3.066640 4.479191  2.255
34 O 2.350178 2.905193 4.847904  -1.007
35 O 0.186240 4.234121 5.421607  -0.792
36 C 0.404520 4.238488 6.818940  -0.247
37 O 1.244210 4.275200 3.300263  -0.754
38 C 2.476030 4.970318 3.359770  -0.218
39 H 0.350765 -0.170138 5.894535  0.191
40 H 0.862932 0.360317 4.274989  0.186
41 H 1.998256 0.450075 5.658610  0.203
42 H 1.396154 3.852681 7.078591  0.198
43 H -0.368035 3.643380 7.310944  0.184
44 H 0.327305 5.267062 7.181714  0.189
45 H 3.289566 4.322669 3.019935  0.193
46 H 2.670458 5.343009 4.369938  0.182
47 H 2.419976 5.826500 2.681926  0.182
48 C 0.656141 -3.892452 -5.593566  -0.269
49 O 0.189660 -2.590855 -5.282306  -0.680
50 P 0.566935 -1.382296 -6.461234  2.253
51 O 2.050178 -1.543743 -6.092522  -1.003
52 O -0.113760 -0.214815 -5.518819  -0.794
53 C 0.104520 -0.210448 -4.121486  -0.250
54 O 0.944210 -0.173736 -7.640162  -0.745
55 C 2.176030 0.521382 -7.580655  -0.219
56 H 0.050765 -4.619074 -5.045891  0.187
57 H 0.562932 -4.088619 -6.665436  0.183
58 H 1.698256 -3.998861 -5.281815  0.204
59 H 1.096154 -0.596255 -3.861834  0.203
60 H -0.668035 -0.805556 -3.629481  0.166
61 H 0.027305 0.818125 -3.758712  0.202
62 H 2.989566 -0.126267 -7.920490  0.193
63 H 2.370458 0.894072 -6.570488  0.182
64 H 2.119976 1.377564 -8.258499  0.186

Forces on atoms 1 to 2 (eV/Å):
-0.66 3.09 -8.18
0.67 -1.80 5.49

## Properties
charge = 0
LUMO = -3.13 eV
molecular weight = 635.7 u
SMILES = O=CO[C@@H](Cl)CC(=O)Br.COP(=O)(OC)OC.COP(=O)(OC)OC.COP(=O)(OC)OC

(3)
DFT (ωB97M-V/def2-TZVPD) results for a molecular structure, C13H31CrF6N3O10S2.

Last column: natural (NBO) charge in e.
Element x y z (Å)
1 Cr -2.137480 -3.952380 20.856645  1.658
2 O -2.397584 -2.144626 19.840980  -1.185
3 H -1.578132 -1.820697 19.418958  0.447
4 C -4.107790 -0.499195 22.062031  -0.755
5 C -3.479195 0.521954 21.270991  0.709
6 O -4.086011 1.419815 20.736051  -0.397
7 N -2.021652 0.229593 20.898022  -0.599
8 H -1.819849 -0.713601 20.598414  0.445
9 H -1.841229 0.571634 19.964985  0.429
10 C -1.085475 0.726543 21.952742  -0.429
11 H -5.070143 -0.757702 21.620258  0.305
12 H -4.370641 -0.207910 23.078968  0.306
13 H -3.548274 -1.430579 21.975097  0.194
14 H -1.287722 1.779427 22.149283  0.270
15 H -0.084533 0.460596 21.612897  0.233
16 H -1.143201 0.101389 22.843774  0.240
17 C -6.335148 -3.110271 17.817137  -0.758
18 C -5.310358 -2.023227 18.036522  0.723
19 O -5.460111 -1.212777 18.931465  -0.481
20 N -3.915323 -2.073152 17.386954  -0.621
21 H -3.316615 -2.126378 18.198622  0.460
22 H -3.726729 -2.889391 16.822788  0.474
23 C -3.586058 -0.800798 16.578177  -0.425
24 H -7.244600 -2.828407 17.286516  0.303
25 H -6.747903 -3.537203 18.731179  0.292
26 H -5.868232 -3.925644 17.264638  0.253
27 H -3.734352 0.076632 17.207638  0.245
28 H -4.308564 -0.729977 15.765116  0.257
29 H -2.544215 -0.804574 16.257776  0.220
30 C 0.412883 -3.041086 13.392531  -0.415
31 N 0.216380 -3.990551 14.614738  -0.207
32 C -0.849663 -5.059466 14.309584  -0.392
33 C 1.577399 -4.584222 14.965779  -0.422
34 C -0.352654 -3.123591 15.774061  -0.244
35 C 0.422799 -1.927797 16.268004  -0.087
36 O 0.734083 -0.834841 15.378347  -0.720
37 H -0.505285 -2.464546 13.280050  0.233
38 H 0.811901 -3.549800 12.514977  0.256
39 H 1.307441 -2.464611 13.628191  0.246
40 H -1.770883 -4.500214 14.146252  0.236
41 H -0.717039 -5.826438 15.072639  0.235
42 H -0.576777 -5.428121 13.320783  0.245
43 H 2.312697 -3.792653 15.110217  0.236
44 H 1.996726 -5.150368 14.134073  0.259
45 H 1.447421 -5.185163 15.865823  0.231
46 H -0.428964 -3.771814 16.647041  0.245
47 H -1.294459 -2.694598 15.431884  0.220
48 H 1.426000 -2.133263 16.641448  0.193
49 H -0.057714 -1.512025 17.153629  0.159
50 H 1.089107 -0.109241 15.897053  0.492
51 C 2.272838 -2.689419 20.032179  0.800
52 F 1.681404 -1.580068 19.653274  -0.304
53 F 3.454335 -2.713262 19.480425  -0.248
54 F 2.304918 -2.640606 21.402772  -0.292
55 S 1.296526 -4.305492 19.513502  2.205
56 O 1.450874 -4.456711 18.065373  -0.734
57 O 1.927930 -5.383329 20.275699  -0.463
58 O -0.101107 -4.254143 19.910625  -0.936
59 C -2.159458 -7.108053 17.761960  0.781
60 F -2.469981 -7.914192 18.651904  -0.274
61 F -0.942513 -6.773610 17.993756  -0.312
62 F -2.464193 -7.682848 16.610866  -0.286
63 S -3.321471 -5.585133 18.024322  2.305
64 O -2.800542 -4.965809 19.230620  -1.121
65 O -3.225334 -4.726312 16.846901  -1.028
66 O -4.622242 -6.127652 18.215748  -0.902

Forces on atoms 1 to 2 (eV/Å):
-0.69 0.72 -2.55
1.05 -1.10 0.70

## Properties
charge = +3
LUMO (alpha / beta) = -10.71 / -14.04 eV
expectation value of S² = 8.7764
molecular weight = 619.5 u
spin multiplicity = 6

no.,F_max (hartree/bohr)
1,0.096
2,0.194
3,0.102